# 1
# C23H32O21

A cluster of 7 separate species, C23H32O21 in total in a non-equilibrium geometry (wB97M-V/def2-TZVPD, the Open Molecules 2025 dataset).

Values from the calculation:
- Multiplicity: 2
- LUMO (alpha / beta): 2.24 / 2.20 eV
- ⟨S²⟩: 0.751
- Total charge: -1
- Orbital gap (alpha / beta): 2.31 / 10.41 eV

```
76
Properties=species:S:1:pos:R:3:forces:R:3
O -5.355484 2.135294 -4.013654 -3.3 1.3 -1.4
C 2.300690 -2.436373 3.623666 0.6 1.5 0.0
C -6.135203 1.946071 -2.943169 -4.9 2.3 -0.7
H -1.426345 4.434460 1.493135 0.4 -0.1 -0.8
O 2.465131 -3.325165 2.540378 4.3 -1.3 2.1
C -4.096662 1.703626 -3.804471 2.7 -0.4 0.9
C 2.248303 1.636469 -3.708473 0.5 -0.3 -1.1
H 0.475485 -1.402218 3.918751 -0.4 -0.1 -0.2
O 4.856607 -2.887940 0.653570 0.2 1.7 -0.4
H 1.475002 3.699148 3.562114 -0.2 -0.3 0.0
H 0.459957 5.123062 3.813276 0.7 0.5 0.2
H -3.843351 -0.572432 3.697239 -0.6 0.1 -0.9
C 5.896239 -2.594163 1.600099 2.4 -0.4 -0.4
O -2.182048 -3.212158 3.139046 -0.8 -0.1 1.4
H -2.279598 -1.677387 4.500172 0.4 -0.4 0.3
C -2.660623 -2.924083 1.936291 0.0 0.4 -0.8
C -0.745279 3.585763 3.310860 1.7 0.7 0.5
H -3.687801 1.091736 -4.608527 -0.4 -0.3 0.2
O 0.581836 -2.502417 2.190806 -2.4 1.7 -1.4
H -4.995693 -2.044868 3.646189 -0.3 0.6 -0.4
O 5.474888 -0.709560 0.440173 -1.3 -0.4 -1.6
C -0.446148 -0.797254 -0.591522 -1.2 -0.8 3.4
H -4.052678 0.001564 -2.409538 0.1 0.1 0.0
O -3.606677 -2.001906 2.079993 -2.7 2.5 -1.5
H 1.111860 -0.584733 -5.082780 -0.1 0.0 0.0
C -0.694418 3.674594 1.766937 0.5 1.1 2.0
O 4.048459 -1.658165 -1.167472 3.2 -0.5 4.1
H -3.624655 1.597192 -1.708867 0.4 -0.4 0.0
H 0.894517 -2.332159 -1.317984 -0.3 -0.1 -0.2
O -2.345373 -3.339063 0.857538 0.2 -0.2 1.0
H 1.983016 0.829283 -3.025704 -0.1 0.2 -0.1
H 2.157282 0.116508 -6.387157 -0.3 -0.5 -0.3
O -7.296556 2.344948 -2.826166 2.2 -0.6 -0.9
C 1.271953 0.249793 -5.765442 2.4 1.2 1.4
C -4.249532 1.073401 -2.432240 2.8 -1.3 1.1
H 1.558411 -0.693163 -1.410767 -0.1 -0.1 0.2
O -0.850219 2.207126 3.517521 0.6 2.7 4.7
C -1.117426 1.611358 2.469313 -1.4 -4.2 -2.4
C -0.552312 1.551279 -5.899216 -4.9 0.0 0.5
C -4.022953 -1.610144 3.416203 1.3 -2.4 -1.1
O 1.343383 -4.162596 0.843948 0.1 2.0 0.9
H -0.518891 -1.400392 0.313486 -0.1 0.1 0.0
C -2.972045 -2.414153 4.092992 2.4 -0.3 2.2
C 4.763966 -1.771365 -0.139049 -2.5 1.1 -1.8
O -0.000352 -0.999979 -2.688728 2.2 0.1 -2.9
H -3.336251 -3.038042 4.909225 0.2 -0.3 -0.2
O 0.142169 0.554535 -6.480933 -2.1 0.2 -1.9
O -1.397881 0.441169 2.542649 -0.2 -0.4 -1.7
O -1.770195 1.835439 -6.133792 5.6 -0.9 0.6
H 3.293493 1.520098 -3.995067 0.2 -0.4 0.2
O 0.190654 2.039057 -4.882610 -3.5 0.7 0.1
O -5.546061 1.320665 -1.996749 0.3 -0.9 1.0
O -1.080768 2.393927 1.383115 -0.3 -0.8 -1.2
H 6.831266 -2.920973 1.145087 0.0 -0.8 0.0
H 3.241748 -1.902244 3.754894 0.0 0.3 -0.1
H -0.365645 0.229177 -0.233643 -0.2 0.3 -0.6
H 7.039699 -0.671920 1.808974 0.3 -0.4 -0.7
H 0.356719 3.891192 1.576413 -0.2 0.1 -1.1
C 0.639300 -1.278694 -1.432772 0.5 0.4 -1.1
C 1.486101 -3.329503 1.731047 -2.0 -3.4 -2.1
H 5.563515 -0.845028 2.604740 -1.1 1.2 -0.5
H -3.415290 2.550458 -3.722469 0.0 0.2 -0.2
O -2.061045 -0.921901 -3.574402 0.2 0.7 0.1
C -1.308034 -0.915976 -2.642700 -0.7 -1.9 1.4
C 1.482606 1.593186 -5.044249 1.6 0.3 1.3
C 6.045058 -1.091619 1.658481 -0.4 -0.9 1.4
H 1.404445 -0.607354 2.722956 0.3 -0.2 -0.8
H 0.561245 3.947587 5.098317 -0.2 -0.3 -0.2
H 1.829692 2.393815 -5.697420 1.3 -0.5 -0.5
C 1.159751 -1.602518 3.094264 -0.3 0.7 2.1
O -1.650327 -1.071451 -1.335737 -0.1 1.3 -0.4
H 2.255680 2.607094 -3.212558 -0.6 0.0 -0.1
H 2.068913 -2.831915 4.612571 -0.1 -1.0 -0.4
C 0.549108 4.055364 4.013725 -1.3 1.2 -0.6
H -1.636061 4.122315 3.637528 0.0 -0.3 0.6
H 5.817735 -3.024782 2.598341 -0.7 -0.3 -0.4
```
Forces are in eV/Å.


# 2
# C23H33AuCl4N9O4P

A structure of composition C23H33AuCl4N9O4P in a non-equilibrium geometry (wB97M-V/def2-TZVPD, the Open Molecules 2025 dataset).

Values from the calculation:
- Multiplicity: 3
- LUMO (alpha / beta): 0.03 / -1.85 eV
- ⟨S²⟩: 2.023
- Orbital gap (alpha / beta): 7.45 / 5.57 eV

```
75
Properties=species:S:1:pos:R:3:forces:R:3
H -0.653109 -0.445936 -4.814019 0.0 -0.1 0.0
N 2.442691 -2.806036 -0.221819 0.1 0.4 -0.2
H -1.767409 5.005264 0.127381 0.1 0.1 0.1
N -1.459309 -0.349636 -2.913819 -0.1 -0.4 0.8
C 1.807191 -5.433136 0.254781 0.2 -0.4 -0.3
H -3.181409 -4.456736 -1.948219 -0.1 0.1 0.0
H -0.188809 1.229064 -2.297919 0.0 0.1 0.0
C 2.121891 2.343164 -0.518419 0.3 0.1 -0.2
C -0.749509 -3.411436 -1.768519 0.3 -0.3 0.0
H -0.850609 -2.009536 -4.006119 0.1 0.0 -0.1
Cl 2.301991 0.155064 5.661681 -0.1 0.0 0.0
H -1.046909 3.788064 2.842581 0.0 0.0 0.0
C 1.516891 -3.058936 0.731981 0.3 -1.7 -0.4
C 2.882391 0.090664 3.049981 -0.1 0.0 -0.3
O 3.347991 -0.253036 0.735881 0.0 0.3 0.2
Cl 6.223691 -0.755036 0.921781 -0.1 0.0 -0.2
C 1.871691 3.688764 -1.187019 -0.1 -0.1 0.3
H 2.818091 2.473564 0.317281 0.1 -0.1 -0.1
N 2.340891 -6.240336 -0.371719 0.3 -0.2 -0.2
N -0.752809 -5.018636 2.519981 -0.4 -0.1 0.3
O -1.172509 -0.738236 -0.287219 0.1 0.0 0.4
C -1.047009 4.734664 0.912181 -0.4 0.1 0.2
H 2.813191 4.135164 -1.504119 0.0 0.0 0.0
Cl 7.288791 -0.759836 3.824081 0.0 -0.1 0.0
H -2.941409 -3.827636 -0.313019 0.0 0.0 0.0
C -0.562909 -0.972136 -3.860319 0.0 -0.1 -0.2
C -4.403409 -0.447336 -2.496419 -0.1 0.1 -0.2
H -2.688309 2.055764 2.275481 0.0 0.0 -0.1
C 5.140391 -0.484136 2.231881 0.8 -0.1 0.3
N -1.204209 1.992664 0.827981 0.0 -0.1 0.3
H 1.231391 3.552964 -2.060319 0.0 0.0 -0.1
H -3.373409 -0.450836 0.701381 -0.1 0.0 0.1
C 1.172591 4.585164 -0.176819 0.4 0.0 -0.2
C 3.785691 -0.227936 1.921881 -0.3 -0.1 -0.1
H -4.677809 0.552664 0.023281 0.0 0.0 0.0
C 4.731191 -0.354436 4.607481 -0.8 0.2 0.3
N 0.005791 3.910164 0.355181 0.0 -0.2 0.1
C 5.618991 -0.519736 3.527281 0.1 0.0 -0.8
H 0.484891 -0.922836 -3.540019 0.0 0.0 0.0
C -3.112009 -3.540336 -1.356619 -0.2 -0.1 0.0
C 1.159391 -4.418536 0.951681 0.3 1.2 0.1
O 1.707391 0.476064 2.834181 0.2 -0.1 0.1
O 0.951391 -2.138836 1.380281 -0.4 1.2 0.3
C -2.285809 2.685964 1.478581 -0.3 0.3 0.2
C -1.756609 3.997164 2.040481 0.0 -0.1 -0.2
H 2.567491 1.628864 -1.212219 0.1 0.1 0.1
C 3.405291 -0.060536 4.364181 0.4 0.0 0.7
H -5.178809 -1.219236 -2.446219 0.0 0.0 0.1
C -1.189809 1.058064 -2.707119 0.0 0.3 -0.1
H -1.294109 1.579164 -3.660919 0.0 0.1 0.0
H -4.055909 -3.005136 -1.431519 -0.1 -0.1 0.0
C -0.066509 2.563664 0.396881 -0.3 0.1 -0.2
Cl 5.314291 -0.522536 6.209981 0.0 0.0 0.0
H -4.868609 -1.203336 0.104481 0.0 0.0 0.0
N -3.510309 -0.484636 -1.360119 0.5 -0.5 0.1
H 0.069391 -2.713136 -1.930519 0.1 -0.1 0.0
C 0.123091 -4.743936 1.826181 -0.4 0.0 0.3
H -3.093009 2.882564 0.758081 0.0 0.0 0.2
H 0.836491 5.512464 -0.650019 0.0 -0.1 0.1
H -4.903209 0.525264 -2.533819 0.0 0.0 -0.1
N -2.027809 -2.731436 -1.892719 -0.1 1.3 0.4
H 2.870591 -1.888336 -0.243719 0.1 -0.2 0.1
H -0.632909 -3.840536 -0.769819 0.0 0.0 -0.1
H -0.695609 -4.214636 -2.506519 0.1 0.0 0.0
H -0.585709 5.651864 1.284881 0.0 0.0 0.0
C -4.145009 -0.398436 -0.063419 0.0 0.1 0.2
H -2.570609 4.598264 2.442181 0.0 0.0 0.0
Au 0.951691 -0.165536 0.694181 -0.1 -0.4 -0.4
H -1.922409 1.450564 -2.002919 0.0 0.2 0.0
P -1.968709 -1.093236 -1.496919 -0.6 -0.5 -1.4
H 2.965891 -3.581636 -0.597219 0.0 0.0 0.0
H 1.861091 4.838864 0.639481 -0.1 0.1 -0.1
H -3.820209 -0.586336 -3.403919 -0.2 0.0 0.0
H -1.209809 0.982264 0.814781 -0.2 0.0 -0.2
N 0.882591 1.769964 -0.039819 0.1 -0.3 0.3
```
Forces are in eV/Å.


# 3
# C23H33Cl51OP

A structure of composition C23H33Cl51OP in a non-equilibrium geometry (wB97M-V/def2-TZVPD, the Open Molecules 2025 dataset).

Values from the calculation:
- LUMO: 1.36 eV
- Total charge: -1
- Orbital gap: 4.68 eV

```
109
Properties=species:S:1:pos:R:3:forces:R:3
C 2.475575 1.429810 1.364643 -0.2 -0.2 -0.2
H -0.499373 -4.339483 3.806541 0.3 -0.3 0.7
Cl 0.117423 5.863522 2.370511 -0.7 0.2 1.1
P -2.671524 -3.609477 -0.475790 0.2 -0.2 -0.9
Cl -4.207750 -1.039379 -7.865777 -2.5 1.3 -1.9
Cl 8.290205 -4.616758 -1.117680 0.1 -0.1 -0.3
Cl 7.719429 0.056951 2.170944 0.0 0.4 -0.4
C -2.090730 -1.808137 -0.953594 -1.3 -0.2 0.2
Cl 3.027841 5.568920 -8.620698 0.0 0.0 0.0
Cl 0.124182 8.236310 4.040600 0.0 0.0 0.0
H -3.223248 3.955723 -1.700114 -0.1 0.1 0.0
H -3.769876 -0.956499 0.253043 0.1 -0.5 1.3
H -2.156252 0.771774 -1.487730 0.1 -2.7 0.9
C 1.906295 -2.033385 5.098821 -0.1 -0.2 -0.3
Cl 1.065975 0.746112 6.643690 0.1 0.5 0.4
C 4.513955 5.439545 -7.680077 0.0 0.0 -0.2
C 0.488317 6.511635 3.965367 -0.3 -0.1 -0.1
H 6.368335 -2.895050 1.523432 0.0 0.1 0.0
C -7.926413 0.535221 1.404461 0.2 -0.2 -0.2
Cl -0.391253 5.635619 5.224531 0.2 0.2 0.2
Cl 3.477739 0.395007 2.385361 0.2 0.2 0.0
Cl -3.130902 -4.019744 9.675360 0.0 0.0 0.0
H 1.568329 -1.205330 5.704512 0.1 -0.3 0.0
O -3.272648 -5.023512 2.380778 -0.4 -1.0 -0.5
C -2.709286 3.266209 -2.353583 0.6 0.0 0.2
Cl -4.199216 1.463587 3.351721 0.2 0.0 0.1
Cl -1.641329 0.623306 -6.152987 1.1 2.7 -0.3
Cl 3.064885 3.609452 -4.874152 0.1 0.1 0.0
C 3.350470 2.072415 -4.044873 -0.1 -0.1 0.2
Cl 2.005813 5.369925 0.458844 0.7 0.1 -0.8
Cl 0.413985 2.652329 -6.288901 0.0 0.0 -0.1
C -1.478315 -3.943513 3.602651 0.0 -0.5 -0.9
H -3.359572 -3.753429 -6.123958 0.0 -0.1 -0.1
H 2.043784 7.097031 -1.116494 0.0 0.1 0.0
Cl 6.916974 -2.438178 3.751893 -0.1 -0.4 0.4
H -0.812058 -3.075618 1.193690 0.5 0.0 -0.2
C 8.640973 -6.319752 -1.421295 -0.2 0.1 0.0
C 2.200976 6.029580 -1.162599 0.1 -0.4 -0.2
Cl -1.603261 0.613300 5.605806 -0.1 0.0 0.1
Cl 1.001220 5.319773 -2.234442 -0.1 0.1 0.0
H -1.411626 -4.126723 -1.083146 0.2 0.1 0.1
Cl -3.904489 2.177396 -3.055865 -0.1 0.0 -0.1
H -6.369630 -0.331140 -8.398091 -0.2 0.1 0.0
Cl 7.898289 1.814380 -0.143637 -0.1 0.0 0.0
H -1.112177 -1.662612 -0.526004 0.6 -0.1 0.0
H -2.168117 -2.274766 8.444939 0.0 0.1 0.0
Cl -1.317736 -3.915867 -4.995908 0.1 -0.1 0.0
Cl 4.935378 2.064155 -3.267643 0.1 0.0 0.0
H -3.701424 -4.612162 3.123448 -0.1 0.3 0.3
Cl -9.102074 0.741352 0.102062 -0.1 0.0 0.0
H -3.967678 -3.107911 0.047744 0.0 0.1 0.2
Cl -1.181221 0.522271 8.483613 0.0 0.0 0.0
Cl -1.537324 2.365675 -1.393407 2.8 6.7 -2.1
H 5.983915 1.102255 1.000984 -0.1 0.0 0.0
Cl -1.903952 4.202255 -3.620295 -0.1 0.1 -0.2
Cl -2.500830 -1.574194 -6.252830 1.7 -4.0 2.6
H -2.182354 -4.080232 4.411756 -0.1 -0.5 0.2
C -5.465687 0.172570 -8.089668 -0.2 -0.2 -0.5
Cl -0.340627 -3.634109 8.969632 -0.1 0.0 0.0
H -4.583439 3.746304 3.009002 0.0 0.0 0.1
Cl 5.564938 4.185974 -8.337987 0.0 0.0 0.0
H -1.356459 -2.890067 3.470899 0.0 0.7 0.2
Cl -3.265716 3.133611 1.177936 -0.2 0.7 0.5
Cl 3.415934 2.310493 0.157464 0.4 -0.1 0.2
Cl 7.747197 -4.688306 2.119427 0.0 0.0 0.3
Cl 6.513677 -0.729290 -0.352278 0.0 0.0 0.0
H 4.247884 5.157688 -6.673076 0.0 0.0 0.1
C -3.730966 3.095325 2.876198 0.0 -0.1 0.0
Cl -2.238544 3.201328 -7.347987 0.0 0.1 -0.1
H 9.713025 -6.448254 -1.406156 0.1 0.0 0.0
H -3.325589 -3.738799 -1.801527 0.1 -0.2 0.4
Cl 1.107635 -1.893064 3.536529 0.2 0.1 0.0
C -0.617603 1.182311 6.944148 -0.1 -0.3 -0.3
C -2.914780 -0.707064 -0.342023 -0.1 -2.2 -0.2
Cl 1.449762 -3.540535 5.893346 0.1 0.0 0.1
Cl 1.240521 0.462778 0.568661 -0.2 0.0 0.0
H -0.695559 1.593806 -8.060500 0.0 0.0 -0.1
Cl 4.938743 -4.299169 2.728414 0.1 0.0 -0.1
H 1.545773 6.382478 4.143758 0.1 0.0 0.0
H 3.331780 1.288234 -4.788204 0.0 0.0 -0.1
C 6.475676 -3.501457 2.413058 -0.1 -0.1 0.1
C -1.000884 1.967396 -7.094083 -0.1 0.3 0.4
Cl 5.353298 6.991408 -7.615814 0.0 0.0 0.0
Cl 8.053226 -6.802625 -3.013859 0.0 0.0 0.0
H -2.619529 1.263564 0.252219 -1.0 -0.1 -0.4
C -1.967781 -4.523506 2.251943 0.5 2.0 0.5
Cl 3.835019 5.731565 -1.767549 0.1 0.1 0.0
C 6.908255 0.624718 0.710436 0.2 0.0 0.0
Cl -5.792715 1.019190 -6.578282 0.1 0.0 0.0
Cl 3.665570 -1.923391 4.920360 -0.1 0.1 0.2
C -2.829764 -3.116094 -5.431740 -0.2 -0.1 0.2
C -1.856475 -3.363916 1.252744 -0.8 -0.7 0.0
Cl -6.768600 -0.728044 1.009293 0.0 0.0 0.0
H -0.684197 2.259832 6.994709 0.0 0.1 0.0
H 1.981053 2.152859 1.998049 0.0 0.1 0.1
H -8.460162 0.241311 2.295995 -0.1 0.0 0.1
Cl -3.832596 -2.877347 -4.012843 0.1 0.1 -0.5
C -2.012819 -3.342944 8.482515 0.0 -0.2 -0.1
H -3.037237 -4.991336 -0.192721 -0.2 0.0 0.2
C -2.542616 0.526379 -0.519779 -1.2 -1.5 0.6
Cl 7.948026 -7.349989 -0.169791 0.0 0.0 0.0
Cl -2.413560 3.698970 3.889564 -0.2 0.0 -0.1
H -2.000675 -1.670973 -2.024783 0.0 -0.2 -0.5
H -2.376777 -2.538350 1.735809 -0.3 0.5 -0.1
Cl -5.013510 1.315957 -9.359092 0.0 0.1 -0.1
H -1.277067 -5.285636 1.940107 -0.1 -0.9 -0.2
Cl 2.073640 1.753449 -2.882677 -0.1 0.0 -0.2
Cl -7.094949 2.057475 1.739476 -0.2 0.2 -0.1
Cl -2.337882 -3.995892 6.876922 0.1 0.1 0.3
```
Forces are in eV/Å.